No. 1
A 2-piece molecular cluster, C2HClF2OS overall, computed with ωB97M-V/def2-TZVPD.

Energy relative to the best compared isomer or geometry (same formula, charge and spin), kcal per mole: 64.4
LUMO level (spin up / spin down), eV: -2.46 / -4.04
Orbital gap (spin up / spin down), hartree: 0.3414 / 0.1944
Highest occupied orbital energy (spin up / spin down), eV: -11.747 / -9.335

Structure (XYZ):
```
8
Properties=species:S:1:pos:R:3:lowdin_charge:R:1
C -1.24617 -1.02757 -0.07702 -0.568
C -0.57722 0.22466 0.09670 -0.283
O -0.83243 -2.12898 0.11898 0.145
F -2.52523 -0.84207 -0.50245 0.082
F 1.19615 1.84480 0.71922 -0.408
S 1.07526 0.25548 0.43037 1.017
Cl 4.00802 0.53079 -0.66632 -0.077
H -1.09839 1.14290 -0.11948 0.092
```

***

No. 2
One molecule with the formula C2HClF2S at a distorted geometry, computed with ωB97M-V/def2-TZVPD.

Energy relative to the best compared isomer or geometry (same formula, charge and spin), kcal per mole: 144.7
LUMO level (spin up / spin down), eV: -3.10 / -3.01
Orbital gap (spin up / spin down), hartree: 0.2253 / 0.2327
Highest occupied orbital energy (spin up / spin down), eV: -9.225 / -9.343

Structure (XYZ):
```
7
Properties=species:S:1:pos:R:3:lowdin_charge:R:1
C 0.40310 1.23475 0.88110 -0.114
C -0.08939 0.35724 -0.17386 -0.570
F -1.30305 0.55105 -0.82790 0.025
F -0.16099 -0.81030 0.41727 0.088
S -1.20197 4.37815 -0.46716 0.003
Cl 0.22637 2.88492 0.28843 0.420
H 0.59386 0.43388 -0.99342 0.148
```

***

No. 3
One molecule with the formula C2HClFN at a distorted geometry, computed with ωB97M-V/def2-TZVPD.

Energy relative to the best compared isomer or geometry (same formula, charge and spin), kcal per mole: 13.6
LUMO level, eV: 0.02
SMILES: N#C[C@H](F)Cl
Orbital gap, hartree: 0.4308
Highest occupied orbital energy, eV: -11.705

Structure (XYZ):
```
6
Properties=species:S:1:pos:R:3:lowdin_charge:R:1
N -0.92251 1.92105 -0.41744 0.171
C -0.45384 0.94416 0.04806 -0.255
C 0.17431 -0.36923 0.25394 -0.629
F 1.51902 -0.24694 0.48817 -0.036
Cl -0.06402 -1.08439 -1.46191 0.572
H -0.25297 -1.16465 1.08917 0.178
```

***

No. 4
A 2-piece molecular cluster, C2HClN2O overall at a distorted geometry, computed with ωB97M-V/def2-TZVPD.

Energy relative to the best compared isomer or geometry (same formula, charge and spin), kcal per mole: 109.4
LUMO level (spin up / spin down), eV: -4.18 / -4.18
Orbital gap (spin up / spin down), hartree: 0.2873 / 0.2874
Highest occupied orbital energy (spin up / spin down), eV: -11.996 / -11.998

Structure (XYZ):
```
7
Properties=species:S:1:pos:R:3:lowdin_charge:R:1
C 0.40508 -1.81892 -0.69223 -0.046
C 0.13695 1.07740 0.06539 -0.894
N 0.91162 -2.71550 -1.15432 0.041
N -0.63855 0.05054 0.05796 0.157
O 1.03916 1.52218 -0.53055 0.113
Cl -0.71346 2.17343 1.39083 0.552
H -1.14081 -0.28912 0.86291 0.076
```

***

No. 5
One molecule with the formula C2HClN2O at a distorted geometry, computed with ωB97M-V/def2-TZVPD.

Energy relative to the best compared isomer or geometry (same formula, charge and spin), kcal per mole: 44.9
LUMO level, eV: 0.69
SMILES: Clc1conn1
Orbital gap, hartree: 0.4022
Highest occupied orbital energy, eV: -10.260

Structure (XYZ):
```
7
Properties=species:S:1:pos:R:3:lowdin_charge:R:1
Cl 0.36219 -0.25452 -2.38731 0.706
C 0.26662 -0.05493 -0.70704 -0.755
C -0.78731 -0.00451 0.13938 -0.137
O -0.35610 0.19882 1.38461 -0.029
N 1.03109 0.22078 1.32910 0.037
N 1.38075 0.01697 0.14363 0.027
H -1.89723 -0.12261 0.09763 0.151
```

***

No. 6
A 2-piece molecular cluster, C2HClN2O2 overall at a distorted geometry, computed with ωB97M-V/def2-TZVPD.

Energy relative to the best compared isomer or geometry (same formula, charge and spin), kcal per mole: 62.0
LUMO level (spin up / spin down), eV: -0.48 / -0.48
Orbital gap (spin up / spin down), hartree: 0.3203 / 0.3204
Highest occupied orbital energy (spin up / spin down), eV: -9.199 / -9.198

Structure (XYZ):
```
8
Properties=species:S:1:pos:R:3:lowdin_charge:R:1
C -0.45071 -0.98489 -0.38998 -0.610
C -0.81796 1.51401 0.11486 -0.497
N 0.75016 -1.10298 -0.18667 -0.132
N 1.92144 -0.70272 -0.24560 0.105
O -1.37830 1.60102 -0.88707 0.202
O -0.33518 1.56049 1.15838 0.203
Cl -1.78109 -1.86850 0.04196 0.707
H 2.09163 -0.01644 0.39412 0.022
```

***

No. 7
One molecule with the formula C2HClN2S at a distorted geometry, computed with ωB97M-V/def2-TZVPD.

Energy relative to the best compared isomer or geometry (same formula, charge and spin), kcal per mole: 71.0
LUMO level, eV: -0.97
SMILES: S=C=C/N=N\Cl
Orbital gap, hartree: 0.3005
Highest occupied orbital energy, eV: -9.145

Structure (XYZ):
```
7
Properties=species:S:1:pos:R:3:lowdin_charge:R:1
S -2.41134 -2.31160 0.47327 0.784
C -1.45313 -1.09867 0.69329 -0.663
C -0.42860 -0.18965 0.69041 -0.197
N 0.02542 1.06864 1.31376 -0.064
N 0.98783 1.71855 1.02286 -0.460
Cl 2.07635 1.56632 -0.32032 0.488
H 0.22371 -0.83139 0.01356 0.113
```

***

No. 8
A 2-piece molecular cluster, C2HClNO2 overall at a distorted geometry, computed with ωB97M-V/def2-TZVPD.

Energy relative to the best compared isomer or geometry (same formula, charge and spin), kcal per mole: 143.7
LUMO level (spin up / spin down), eV: 2.43 / 3.50
Net charge: -1
Orbital gap (spin up / spin down), hartree: 0.1738 / 0.2046
Highest occupied orbital energy (spin up / spin down), eV: -2.301 / -2.067

Structure (XYZ):
```
7
Properties=species:S:1:pos:R:3:lowdin_charge:R:1
C -0.22880 -0.72814 1.49482 -0.345
C 0.37464 0.40061 1.47645 -0.359
N -0.65980 0.18260 -1.76615 -0.395
O 0.53389 1.60806 1.64979 -0.117
O -0.35489 -1.92287 1.22225 -0.117
Cl 0.50194 -0.38518 -2.84461 0.426
H -0.16699 0.84492 -1.23256 -0.092
```

***

No. 9
An isolated ion of composition C2HClNO2 and charge -1 at a distorted geometry, computed with ωB97M-V/def2-TZVPD.

Energy relative to the best compared isomer or geometry (same formula, charge and spin), kcal per mole: 31.8
LUMO level, eV: 3.81
SMILES: [H]/N=C(\Cl)C(=O)[O-]
Net charge: -1
Orbital gap, hartree: 0.3158
Highest occupied orbital energy, eV: -4.783

Structure (XYZ):
```
7
Properties=species:S:1:pos:R:3:lowdin_charge:R:1
H -1.81140 0.91177 1.27902 0.038
N -1.18099 0.15229 0.97690 0.026
C -0.35970 0.08642 -0.00497 -0.608
Cl -0.49729 1.50800 -1.13595 0.461
C 1.00786 -0.71714 -0.32416 -0.786
O 1.45513 -0.56895 -1.45215 -0.073
O 1.38637 -1.37240 0.66131 -0.060
```

***

No. 10
An isolated ion of composition C2HClNOS2 and charge -1 at a distorted geometry, computed with ωB97M-V/def2-TZVPD.

Energy relative to the best compared isomer or geometry (same formula, charge and spin), kcal per mole: 17.3
LUMO level, eV: 3.32
SMILES: O=C=N[C@@]([S-])(S)Cl
Net charge: -1
Orbital gap, hartree: 0.2586
Highest occupied orbital energy, eV: -3.712

Structure (XYZ):
```
8
Properties=species:S:1:pos:R:3:lowdin_charge:R:1
O -0.91165 2.79345 -0.06172 0.108
C -0.41346 1.73308 0.02564 -0.327
N 0.21634 0.71274 -0.15075 -0.064
C 0.36402 -0.58496 0.29147 -1.764
S -0.27854 -1.00367 1.78831 0.314
S 0.03968 -1.61911 -1.16743 0.559
Cl 2.28061 -0.70378 0.29258 0.300
H -1.29700 -1.32777 -1.01810 -0.126
```

***

No. 11
A 2-piece molecular cluster, C2HClO overall at a distorted geometry, computed with ωB97M-V/def2-TZVPD.

Energy relative to the best compared isomer or geometry (same formula, charge and spin), kcal per mole: 61.3
LUMO level, eV: -0.80
Orbital gap, hartree: 0.3008
Highest occupied orbital energy, eV: -8.986

Structure (XYZ):
```
5
Properties=species:S:1:pos:R:3:lowdin_charge:R:1
C -0.61155 0.21775 1.06805 -0.539
C 1.18964 -0.72852 -0.94650 -0.007
O 1.10701 -1.45282 -1.80644 0.052
Cl -1.91031 1.03222 0.48542 0.567
H 0.22521 0.93138 1.19947 -0.073
```

***

No. 12
One molecule with the formula C2HClO4 at a distorted geometry, computed with ωB97M-V/def2-TZVPD.

Energy relative to the best compared isomer or geometry (same formula, charge and spin), kcal per mole: 111.0
LUMO level, eV: 0.39
SMILES: O=C1OO[C@@]1(O)Cl
Orbital gap, hartree: 0.4310
Highest occupied orbital energy, eV: -11.341

Structure (XYZ):
```
8
Properties=species:S:1:pos:R:3:lowdin_charge:R:1
O -1.56628 -0.96990 1.24471 0.210
C -0.91176 -0.60415 0.34014 -0.412
O -0.80189 -1.07706 -0.91815 0.132
O 0.21598 -0.15306 -1.35750 0.054
C 0.14622 0.46181 -0.15363 -0.836
O 1.42701 0.53264 0.56143 -0.040
Cl -0.39712 2.14175 -0.13113 0.765
H 1.88785 -0.33203 0.41412 0.127
```

***

No. 13
A 2-piece molecular cluster, C2HF2N overall at a distorted geometry, computed with ωB97M-V/def2-TZVPD.

Energy relative to the best compared isomer or geometry (same formula, charge and spin), kcal per mole: 102.9
LUMO level (spin up / spin down), eV: -1.12 / -0.50
Orbital gap (spin up / spin down), hartree: 0.3776 / 0.3325
Highest occupied orbital energy (spin up / spin down), eV: -11.399 / -9.553

Structure (XYZ):
```
6
Properties=species:S:1:pos:R:3:lowdin_charge:R:1
C 2.36298 -0.94027 -0.11474 -0.157
C 2.06277 0.45973 -0.02006 -0.376
N 2.43254 -2.07947 -0.19820 0.177
F 2.22289 1.31487 0.98496 0.128
F 2.03795 1.05423 -1.18303 0.119
H -0.63947 0.16435 -0.20850 0.109
```

***

No. 14
One molecule with the formula C2HF2N at a distorted geometry, computed with ωB97M-V/def2-TZVPD.

Energy relative to the best compared isomer or geometry (same formula, charge and spin), kcal per mole: 19.2
LUMO level, eV: 0.72
SMILES: N#CC(F)F
Orbital gap, hartree: 0.4992
Highest occupied orbital energy, eV: -12.867

Structure (XYZ):
```
6
Properties=species:S:1:pos:R:3:lowdin_charge:R:1
N -2.96786 0.00640 0.00412 0.111
C -1.84414 0.11696 -0.01419 -0.080
C -0.20282 0.66537 0.03024 -0.362
F -0.09136 1.42832 -1.06434 0.088
F -0.05961 1.39181 1.07702 0.133
H 0.50878 -0.04167 0.13819 0.110
```

***

No. 15
A 2-piece molecular cluster, C2HF2N2O2 overall at a distorted geometry, computed with ωB97M-V/def2-TZVPD.

Energy relative to the best compared isomer or geometry (same formula, charge and spin), kcal per mole: 34.0
LUMO level (spin up / spin down), eV: 3.12 / 3.12
Net charge: -1
Orbital gap (spin up / spin down), hartree: 0.3009 / 0.3009
Highest occupied orbital energy (spin up / spin down), eV: -5.067 / -5.066

Structure (XYZ):
```
9
Properties=species:S:1:pos:R:3:lowdin_charge:R:1
C -2.63165 0.51123 0.05445 -0.339
C 0.73952 0.79435 -0.29941 -0.691
N -3.48774 1.29976 0.11167 0.099
N -1.68164 -0.17961 -0.56409 -0.088
O -0.84929 -1.02636 -0.18803 -0.086
O -0.15246 1.44903 -0.78617 0.044
F 1.29542 1.17415 0.96376 -0.056
F 1.91141 0.48578 -0.99702 -0.015
H 0.44867 -0.31013 0.09678 0.133
```

***

No. 16
A 2-piece molecular cluster, C2HF3INO2 overall at a distorted geometry, computed with ωB97M-V/def2-TZVPD.

Energy relative to the best compared isomer or geometry (same formula, charge and spin), kcal per mole: 7.4
LUMO level (spin up / spin down), eV: -0.09 / -4.15
Multiplicity: 3
Orbital gap (spin up / spin down), hartree: 0.2852 / 0.2205
Highest occupied orbital energy (spin up / spin down), eV: -7.854 / -10.149

Structure (XYZ):
```
10
Properties=species:S:1:pos:R:3:lowdin_charge:R:1
C 0.93158 -0.66442 -0.89014 -0.664
C -0.22406 -0.03690 0.77171 -0.395
N -1.31048 0.89933 0.26806 -0.369
O -2.37986 0.44573 0.67781 0.177
O -0.96587 1.88212 -0.40146 0.021
F 0.92054 -1.96845 -0.72849 -0.028
F 0.66720 0.50671 1.59915 0.089
F -0.78285 -1.02153 1.36652 0.179
I 2.69693 0.46290 -0.79502 0.920
H 0.44688 -0.50548 -1.86814 0.070
```

***

No. 17
A 2-piece molecular cluster, C2HF3O2 overall at a distorted geometry, computed with ωB97M-V/def2-TZVPD.

Energy relative to the best compared isomer or geometry (same formula, charge and spin), kcal per mole: 204.0
LUMO level (spin up / spin down), eV: -1.72 / -1.72
Orbital gap (spin up / spin down), hartree: 0.2953 / 0.2953
Highest occupied orbital energy (spin up / spin down), eV: -9.754 / -9.752

Structure (XYZ):
```
8
Properties=species:S:1:pos:R:3:lowdin_charge:R:1
C -0.86596 -0.65682 -0.13121 0.022
C -1.04470 0.63146 -0.05450 -0.364
O 2.04887 -0.21848 0.58055 -0.080
O 1.36827 -1.18960 0.00603 -0.106
F -1.58171 -1.72368 -0.22247 0.153
F -2.22291 1.26096 -0.07817 0.131
F -0.05960 1.50707 0.02226 0.133
H 2.35774 0.38909 -0.12248 0.113
```

***

No. 18
One molecule with the formula C2HF3O2 at a distorted geometry, computed with ωB97M-V/def2-TZVPD.

Energy relative to the best compared isomer or geometry (same formula, charge and spin), kcal per mole: 122.8
LUMO level, eV: 0.45
SMILES: OOC(F)=C(F)F
Orbital gap, hartree: 0.3470
Highest occupied orbital energy, eV: -8.995

Structure (XYZ):
```
8
Properties=species:S:1:pos:R:3:lowdin_charge:R:1
O -0.25718 -0.56036 -0.00033 0.034
O 0.87128 0.29522 0.00025 0.000
C 2.02746 -0.40852 0.00010 -0.278
F 1.93372 -1.73151 0.00007 0.146
C 3.21481 0.19528 -0.00002 -0.300
F 4.37384 -0.45059 -0.00006 0.138
F 3.37732 1.51348 -0.00006 0.138
H -0.99244 0.07007 0.00000 0.122
```

***

No. 19
One molecule with the formula C2HF5O at a distorted geometry, computed with ωB97M-V/def2-TZVPD.

Energy relative to the best compared isomer or geometry (same formula, charge and spin), kcal per mole: 12.8
LUMO level, eV: 0.89
SMILES: FC(F)OC(F)(F)F
Orbital gap, hartree: 0.4987
Highest occupied orbital energy, eV: -12.676

Structure (XYZ):
```
9
Properties=species:S:1:pos:R:3:lowdin_charge:R:1
F 1.56380 0.05957 -1.23385 0.140
C 1.38340 -0.21900 0.03952 -0.369
F 1.29839 -1.56897 0.15758 0.073
O 0.10032 0.35340 0.46119 0.078
C -1.28961 0.33609 0.02304 -0.738
F -1.61291 -0.52806 -0.89592 0.213
F -2.03799 0.08030 1.05152 0.207
F -1.60653 1.52569 -0.36344 0.216
H 2.20114 -0.03902 0.76036 0.181
```

***

No. 20
C2HF6KO7S2 as an isolated structure at a distorted geometry, computed with ωB97M-V/def2-TZVPD.

Energy relative to the best compared isomer or geometry (same formula, charge and spin), kcal per mole: 22.1
LUMO level, eV: 4.03
Net charge: -2
Orbital gap, hartree: 0.1889
Highest occupied orbital energy, eV: -1.110

Structure (XYZ):
```
19
Properties=species:S:1:pos:R:3:lowdin_charge:R:1
K 18.55844 3.19301 7.55436 0.861
O 20.07220 4.19641 9.78823 -0.621
H 19.86141 3.26849 9.66948 -0.285
C 19.05036 7.82549 5.28628 -0.671
F 18.63271 7.00071 4.33337 0.109
F 20.38557 7.92736 5.16345 0.092
F 18.54326 9.03538 5.05740 0.109
S 18.61446 7.11727 6.99123 0.469
O 19.22734 8.06049 7.90225 -0.342
O 17.15991 7.10358 7.00071 -0.344
O 19.26542 5.79826 6.96323 -0.410
C 17.78551 3.88930 2.33148 -0.652
F 18.38608 2.78636 1.85840 0.101
F 18.64349 4.90018 2.28155 0.127
F 16.75498 4.15712 1.50800 0.091
S 17.06411 3.65390 4.08615 0.465
O 18.16224 3.07386 4.84794 -0.429
O 16.65890 4.96981 4.54753 -0.310
O 15.93595 2.76106 3.83529 -0.359
```